A 2-piece molecular cluster, C23H45BBr2N2O5S2 overall, computed with ωB97M-V/def2-TZVPD.

Last column: Löwdin charge in e.
Positions of all 80 atoms, in Å:
Br1 0.693 8.577 3.813  0.6058
Br2 -1.425 5.678 3.009  0.6061
S1 0.000 3.890 0.406  0.6595
S2 -0.838 -2.117 -2.295  0.9707
O1 -0.065 -2.408 3.003  0.0384
O2 -4.283 -1.115 -2.757  0.1041
O3 0.050 -4.592 0.264  0.1210
O4 -0.243 -0.004 2.904  0.1470
O5 1.383 -1.181 1.017  -0.0799
N1 -1.321 -2.766 0.551  0.1307
N2 -3.161 0.393 -1.409  -0.0866
C1 4.507 -0.197 0.980  -0.2587
C2 -3.635 2.862 -1.670  -0.0739
C3 1.591 -3.964 -2.825  -0.2675
C4 0.410 -2.505 -0.951  -0.4600
C5 -1.305 7.397 2.118  -0.6910
C6 0.412 -1.208 -0.067  -0.3136
C7 0.529 0.067 -0.902  -0.1430
C8 0.837 -5.268 -2.581  -0.1077
C9 -2.705 0.304 -3.836  -0.0048
C10 -0.370 -2.459 4.393  -0.0506
C11 3.712 -1.262 0.213  -0.1726
C12 0.499 2.599 -0.773  -0.5498
C13 1.686 -2.962 -1.663  -0.1958
C14 -4.111 1.508 -1.151  -0.2109
C15 0.975 1.300 -0.105  -0.2267
C16 2.610 -1.896 1.058  -0.1564
C17 5.681 -0.786 1.766  -0.1084
C18 -0.907 -1.365 0.786  -0.2043
C19 0.111 7.911 2.083  -0.7039
C20 -3.193 -0.586 -0.290  -0.1657
C21 -3.471 -0.239 -2.662  -0.5372
C22 -0.287 -3.472 -0.001  -0.5022
C23 -2.036 -0.321 0.681  -0.0708
B1 -0.313 -1.259 2.291  -0.6540
H1 -1.665 7.231 1.105  0.0589
H2 0.813 7.135 1.795  0.0436
H3 4.390 -2.070 -0.086  0.1177
H4 -1.259 -1.873 4.634  0.0934
H5 -0.353 2.402 -1.429  0.0472
H6 0.464 -2.088 4.994  0.0923
H7 -1.600 -3.204 -2.135  -0.0641
H8 -1.613 0.646 0.398  0.1081
H9 3.295 -0.847 -0.708  0.0968
H10 6.247 -1.498 1.160  0.0717
H11 -5.092 1.269 -1.584  0.1250
H12 -4.243 3.655 -1.228  0.0762
H13 -0.559 -3.503 4.643  0.0925
H14 -0.188 -5.116 -2.249  0.0493
H15 0.188 8.752 1.398  0.0583
H16 -2.858 1.383 -3.896  0.0693
H17 -3.181 -1.604 -0.674  0.0922
H18 2.457 -2.956 0.853  0.1181
H19 0.557 1.253 0.901  0.0813
H20 2.064 1.323 -0.019  0.1074
H21 -3.714 2.947 -2.754  0.0595
H22 2.203 -2.071 -2.035  0.1067
H23 -1.795 -3.238 1.310  0.1601
H24 -2.601 3.041 -1.366  0.0507
H25 -3.029 -0.172 -4.759  0.0885
H26 -1.637 0.155 -3.664  0.0474
H27 2.906 -1.844 2.112  0.1378
H28 5.342 -1.297 2.671  0.0711
H29 -2.445 -0.171 1.685  0.1198
H30 0.789 -5.828 -3.520  0.0737
H31 6.373 -0.003 2.081  0.0697
H32 -4.243 1.580 -0.071  0.1146
H33 0.672 0.233 3.090  0.1170
H34 2.358 -3.409 -0.925  0.1039
H35 1.218 -3.474 -3.725  0.0824
H36 -0.449 0.289 -1.332  0.0714
H37 3.825 0.284 1.692  0.1051
H38 -1.976 8.070 2.644  0.0493
H39 1.352 -5.896 -1.854  0.0772
H40 1.283 3.054 -1.381  0.0692
H41 1.215 -0.097 -1.742  0.1221
H42 2.631 -4.233 -3.045  0.1085
H43 -4.138 -0.475 0.250  0.1168
H44 -0.882 3.124 1.061  -0.1493
H45 4.860 0.585 0.304  0.1044

Computed properties:
* highest occupied orbital energy: -8.848 eV
* LUMO energy: 0.4 eV
* frontier orbital gap: 0.33902 hartree
* SMILES: CCCCO[C@]1(CCCS)[C@](CCN(CC)C(C)=O)(B(O)OC)NC(=O)[C@]1(S)CCC.BrCCBr